No. 1
A molecular structure, C16H32AuO3P in a non-equilibrium geometry, computed with the ωB97M-V functional and the def2-TZVPD basis.

```
53
Properties=species:S:1:pos:R:3:forces:R:3:mulliken_spin:R:1
C -2.218 -1.416 -0.219 0.1 -0.7 0.1 0.003
H -3.215 -1.638 0.144 -0.6 -0.1 -0.8 0.001
H -2.024 -1.673 -1.267 -0.5 -0.5 0.2 -0.005
H -2.226 -0.329 -0.161 -0.3 -0.1 0.4 0.000
C -1.368 -2.192 0.781 0.6 -0.5 0.4 0.013
H -0.268 -2.204 0.629 -0.5 0.4 -0.2 0.002
H -1.516 -1.766 1.786 0.0 -0.1 -0.3 0.000
C -1.829 -3.670 0.787 0.0 0.3 0.1 0.002
H -1.512 -4.175 1.702 0.0 0.0 -0.2 0.000
H -2.920 -3.706 0.746 0.1 -0.1 0.0 0.000
H -1.445 -4.221 -0.081 -0.1 0.1 0.2 0.000
C 1.941 0.657 -0.837 -0.3 0.6 -0.8 0.284
C 2.170 -0.647 -0.377 0.3 -0.3 0.6 0.282
C 1.547 -1.558 -1.276 0.2 -0.9 0.1 0.262
C 0.894 -0.839 -2.275 0.0 0.9 -0.5 0.314
C 1.064 0.593 -2.009 2.0 -1.0 -0.1 0.354
C 0.957 1.655 -3.029 -0.5 0.3 -0.1 -0.030
C 0.341 -1.393 -3.516 -0.6 -0.2 -0.5 0.000
C 1.656 -3.028 -1.219 -0.3 -0.4 0.2 0.016
C 2.946 -0.992 0.825 -0.1 -0.3 0.5 0.007
C 2.572 1.871 -0.322 -0.2 0.9 0.4 0.021
Au -0.716 0.753 -0.894 -0.1 -0.2 0.7 0.187
H -0.288 -0.667 -4.032 0.0 -0.1 0.0 0.003
H 1.127 -1.679 -4.231 0.1 0.1 0.3 0.022
H -0.243 -2.299 -3.339 0.0 0.0 0.0 0.011
H 0.183 1.411 -3.752 0.0 0.1 -0.2 0.005
H 0.702 2.598 -2.552 0.1 0.3 -0.1 0.014
H 1.891 1.794 -3.565 0.3 0.0 -0.1 0.028
H 2.582 1.886 0.779 0.1 -0.1 -0.3 0.011
H 3.619 1.982 -0.654 -0.3 -0.2 0.0 0.025
H 2.018 2.751 -0.677 0.3 -0.1 0.2 0.003
H 2.746 -2.015 1.162 0.1 0.2 -0.1 -0.001
H 4.026 -0.915 0.650 0.0 0.1 -0.1 0.031
H 2.715 -0.316 1.659 0.0 0.0 -0.2 0.020
H 0.724 -3.481 -1.593 0.4 0.0 0.2 0.006
H 2.480 -3.418 -1.839 -0.2 0.2 0.1 0.027
H 1.844 -3.366 -0.190 -0.1 0.0 -0.4 0.004
C -1.943 3.753 -0.203 0.6 0.8 0.8 0.004
O -1.694 3.120 1.107 0.0 -0.6 -0.5 0.012
P -1.251 1.577 1.192 -1.1 1.4 1.6 0.049
O -0.001 1.556 2.171 -0.2 -0.4 -0.5 0.002
C 0.338 2.644 3.042 -0.2 1.3 0.9 0.001
O -2.415 0.792 1.977 1.2 0.3 -0.6 0.003
C -2.313 0.464 3.406 -0.3 0.2 0.2 0.004
H -2.511 3.098 -0.836 -0.2 -0.4 -0.3 -0.001
H -0.970 4.033 -0.649 -0.5 -0.2 0.2 0.000
H -2.528 4.677 -0.044 0.3 -0.6 0.2 0.000
H 1.137 2.336 3.719 0.0 -0.2 -0.4 0.000
H 0.651 3.505 2.430 -0.1 -0.3 0.4 0.001
H -0.506 2.947 3.704 0.4 -0.2 -0.7 0.000
H -1.419 -0.140 3.621 -0.3 0.4 -0.2 0.000
H -2.317 1.411 3.966 0.0 -0.5 0.0 0.000
H -3.213 -0.119 3.653 0.4 0.3 -0.2 0.001
```
Forces are in eV/Å.

- largest force on an atom (Eh/bohr) = 0.0469
- spin multiplicity = 3
- E_HOMO (alpha / beta) (eV) = -15.4 / -15.9
- LUMO energy (alpha / beta) (eV) = -6.76 / -9.94
- ⟨S²⟩ = 2.007
- total charge = +2

***

No. 2
A molecular structure, C21H30AsFI3N3O5S2V, computed with the ωB97M-V functional and the def2-TZVPD basis.

```
67
Properties=species:S:1:pos:R:3:forces:R:3:mulliken_spin:R:1
V -3.612 2.770 -0.173 0.1 -0.2 -0.5 1.122
C -0.573 -4.187 1.381 0.0 0.0 0.0 0.000
C -0.420 -3.019 2.341 0.0 0.0 0.0 0.000
N -0.745 -1.733 1.701 0.0 0.0 0.0 0.002
C -1.931 -1.171 1.932 0.0 0.0 0.0 0.005
C -2.385 -0.028 1.326 0.0 0.0 0.1 0.008
C -3.742 0.457 1.716 -0.1 -0.2 -0.3 -0.002
O -4.418 -0.166 2.502 0.1 0.1 0.1 -0.001
O -4.156 1.555 1.123 -0.1 0.0 0.1 0.010
C -1.574 0.611 0.361 0.0 0.0 0.0 -0.016
O -1.919 1.614 -0.317 0.0 0.1 0.0 -0.003
C -0.255 0.038 0.149 0.0 0.0 0.0 -0.010
C 0.646 0.680 -0.709 0.0 0.0 0.0 0.006
C 1.899 0.174 -0.861 0.0 0.0 0.0 0.003
F 2.789 0.842 -1.630 0.0 0.0 0.0 0.000
C 2.321 -0.992 -0.206 0.0 0.0 0.0 0.001
C 1.423 -1.644 0.607 0.0 0.0 0.0 -0.002
C 0.143 -1.123 0.821 0.0 0.0 0.0 -0.005
N 3.642 -1.505 -0.291 0.0 0.0 0.0 0.000
C 4.461 -1.323 0.902 0.1 0.0 0.1 0.000
C 5.563 -2.350 0.917 0.0 0.0 0.0 0.000
N 6.380 -2.189 -0.347 0.0 0.0 0.0 0.000
C 5.518 -2.307 -1.575 0.0 0.0 0.0 0.000
C 4.408 -1.274 -1.495 0.0 0.0 0.0 0.000
H -0.321 -5.117 1.891 0.0 0.0 0.0 0.000
H 0.083 -4.084 0.517 0.0 0.0 0.0 0.000
H -1.600 -4.262 1.022 0.0 0.0 0.0 0.000
H 0.580 -2.941 2.769 0.0 0.0 0.0 0.000
H -1.106 -3.122 3.180 0.0 0.0 0.0 0.000
H -2.581 -1.664 2.644 0.0 0.0 0.0 0.000
H 0.360 1.606 -1.187 0.0 0.0 0.0 0.000
H 1.758 -2.525 1.132 0.0 0.0 0.0 0.000
H 3.881 -1.435 1.826 -0.1 0.0 -0.1 0.000
H 4.884 -0.309 0.953 0.0 0.0 0.0 0.000
H 5.173 -3.367 0.906 0.0 0.0 0.0 0.000
H 6.230 -2.211 1.765 0.0 0.0 0.0 0.000
H 7.141 -2.866 -0.377 0.0 0.0 0.0 0.000
H 6.800 -1.257 -0.330 0.0 0.0 0.0 0.000
H 5.116 -3.318 -1.576 0.0 0.0 0.0 0.000
H 6.155 -2.155 -2.444 0.0 0.0 0.0 0.000
H 3.778 -1.382 -2.377 0.0 0.0 0.0 0.000
H 4.851 -0.267 -1.533 0.0 0.0 0.0 0.000
I -5.817 4.201 0.252 -0.1 0.1 0.0 -0.015
I -5.024 4.150 -6.092 0.0 0.0 -0.1 -0.002
C -3.799 5.115 -3.020 0.0 0.0 0.0 0.000
As -4.347 3.373 -3.615 0.0 0.0 0.0 0.001
C -6.127 2.711 -3.303 0.0 0.0 -0.1 0.000
C -2.975 2.169 -4.238 0.0 0.0 0.0 0.000
O -3.857 2.678 -1.818 0.1 -0.1 0.6 -0.075
H -3.802 5.807 -3.853 0.0 0.0 0.0 0.000
H -2.811 5.004 -2.575 0.0 0.0 0.0 0.000
H -4.498 5.416 -2.239 0.0 0.0 0.0 0.001
H -6.309 1.942 -4.052 0.0 0.0 0.0 0.000
H -6.820 3.533 -3.466 0.0 0.0 0.0 0.000
H -6.197 2.334 -2.288 0.0 0.0 0.0 0.000
H -2.663 2.437 -5.241 0.0 0.0 0.0 0.000
H -3.403 1.168 -4.227 0.0 0.0 0.0 0.000
H -2.160 2.218 -3.520 0.0 0.0 0.0 -0.001
I -2.020 4.672 0.546 0.1 0.1 0.0 -0.027
C 0.097 -0.353 4.855 0.0 0.0 0.0 0.000
O 0.772 0.379 3.838 0.0 0.0 0.0 0.000
C 1.996 -0.011 3.420 0.1 0.1 0.0 0.000
S 2.598 -1.532 3.897 0.0 0.0 0.0 0.000
S 2.766 1.114 2.445 0.0 0.0 0.0 0.000
H -0.832 0.187 5.025 0.0 0.0 0.0 0.000
H 0.693 -0.389 5.767 0.0 0.0 0.0 0.000
H -0.108 -1.377 4.544 0.0 0.0 0.0 0.000
```
Forces are in eV/Å.

- largest force on an atom (Eh/bohr) = 0.0123
- spin multiplicity = 2
- E_HOMO (eV) = -6.9
- LUMO energy (eV) = -1.25
- ⟨S²⟩ = 0.766
- total charge = 0
- ΔE to the lowest compared entry with this formula, charge and spin (kcal per mole) = 20.41

***

No. 3
A molecular structure, C7H12O6 in a non-equilibrium geometry, computed with the ωB97M-V functional and the def2-TZVPD basis.

```
25
Properties=species:S:1:pos:R:3:forces:R:3:lowdin_charge:R:1
C -0.317 -0.986 -0.555 -0.3 2.4 0.3 -0.119
C 1.208 -0.913 -0.578 -0.1 -0.5 0.4 -0.205
C 1.484 -0.244 0.821 0.4 1.2 0.4 -0.163
C -1.201 0.274 -0.753 1.3 -1.5 2.1 -0.234
C -0.694 -0.838 0.865 1.0 2.6 -4.7 -0.407
C 2.016 1.180 0.737 -0.8 0.2 -2.9 -0.185
C -2.641 0.074 -0.733 -1.6 0.3 2.0 -0.184
O 0.212 -0.155 1.584 1.0 -1.0 -0.2 0.055
O 1.596 -2.292 -0.547 0.6 0.0 0.3 -0.018
O -0.662 1.550 -0.754 0.2 -1.0 -0.5 0.030
O -1.686 -1.482 1.414 -1.6 -1.1 1.1 0.131
O 3.310 1.050 0.144 0.3 -0.5 1.4 -0.051
O -3.321 0.980 0.225 0.1 0.6 1.0 -0.111
H -0.792 -1.729 -1.140 0.0 -1.3 -0.4 0.143
H 1.775 -0.448 -1.447 -1.0 0.0 1.2 0.178
H 2.250 -0.729 1.436 -0.5 -0.7 -0.3 0.163
H 2.089 1.664 1.706 -0.3 0.1 0.0 0.126
H 1.404 1.735 -0.078 0.5 -0.5 2.2 0.142
H -2.868 -0.909 -0.283 0.1 0.0 -1.3 0.123
H -3.263 0.348 -1.580 0.3 -0.4 -0.7 0.122
H 0.869 -2.820 -0.891 0.2 0.0 0.0 0.086
H -1.362 2.098 -0.418 -0.5 0.7 0.5 0.093
H -1.461 -1.618 2.326 0.0 -0.2 1.0 0.132
H 3.200 1.537 -0.643 0.6 0.7 -1.4 0.057
H -3.210 0.744 1.180 0.3 -0.1 -1.4 0.096
```
Forces are in eV/Å.

- largest force on an atom (Eh/bohr) = 0.1053
- spin multiplicity = 1
- E_HOMO (eV) = -6.6
- LUMO energy (eV) = 0.44
- total charge = 0
- ΔE to the lowest compared entry with this formula, charge and spin (kcal per mole) = 102.21

***

DFT total energy for the records above, in order: -1330.98161, -6327.90450, -725.20371 Eh